(a)
Density functional theory data (the ωB97M-V functional and the def2-TZVPD basis) for one molecule with the formula C7H6N4S.

## Properties
Orbital gap in hartree: 0.359
SMILES: N#C[C@]1(c2nccs2)N=CCN1

```
18
Properties=species:S:1:pos:R:3:lowdin_charge:R:1
N -1.08 -3.79 1.31 0.18
C -0.77 -2.79 0.83 -0.15
C -0.50 -1.55 0.14 -0.39
C -1.55 -0.55 0.26 -0.52
N -1.91 0.22 1.24 0.07
C -2.78 1.19 0.79 -0.24
C -3.14 1.14 -0.51 -0.36
S -2.33 -0.19 -1.28 1.07
N -0.39 -1.87 -1.32 0.05
C 0.62 -1.26 -1.72 -0.20
C 1.45 -0.42 -0.83 -0.17
N 1.11 -1.01 0.52 0.08
H -3.21 1.73 1.57 0.09
H -3.68 1.74 -1.22 0.06
H 0.93 -1.39 -2.73 0.11
H 2.58 -0.54 -0.91 0.14
H 0.96 0.62 -0.96 0.15
H 1.12 -0.40 1.26 0.04
```

---

(b)
Density functional theory data (the ωB97M-V functional and the def2-TZVPD basis) for C7H6N4S as an isolated structure.

## Properties
Orbital gap in hartree: 0.306

```
18
Properties=species:S:1:pos:R:3:lowdin_charge:R:1
C 2.59 0.31 0.19 -0.08
C 1.88 0.08 1.35 -0.07
C 1.94 0.37 -1.03 -0.07
C 0.50 -0.09 1.32 -0.07
C 0.56 0.21 -1.10 -0.06
C -0.07 -0.02 0.08 -0.09
C -1.97 -0.49 -0.02 -0.83
N -2.34 0.29 1.08 0.03
N -2.30 0.26 -1.16 0.02
N -2.81 1.36 0.62 -0.01
N -2.78 1.34 -0.74 -0.01
S -1.96 -2.26 -0.01 0.82
H 3.66 0.44 0.23 0.11
H 2.39 0.03 2.30 0.11
H 2.49 0.55 -1.95 0.11
H -0.07 -0.29 2.21 0.11
H 0.04 0.25 -2.04 0.11
H -1.76 -2.35 -1.33 -0.12
```

---

Need the numbers? Relative energies in kJ/mol: (a) 0.0; (b) 113.1.